# 1
Molecular formula: C20H42GaNP3S
Method: DFT, ωB97M-V/def2-TZVPD

E_LUMO, Ha: -0.399
Charge: +3
2S+1: 1
Energy relative to the best compared isomer or geometry (same formula, charge and spin), kcal/mol: 0.0

Geometry (Å):
Ga1 0.16979 0.88951 -1.01224
P1 2.35911 1.47045 -0.15367
P2 -1.39051 0.59833 1.34224
P3 -1.26187 2.34807 -1.98465
H1 0.48246 -1.10243 -4.61931
C1 0.84671 -0.18444 -4.12668
C2 2.01382 -0.10992 -3.51294
H2 2.70377 -0.83128 -3.91807
C3 3.65917 0.25691 0.31918
C4 1.81053 2.23301 1.41651
C5 3.28246 2.73785 -1.10471
C6 -2.67338 -0.67627 0.97015
C7 -0.79579 -0.01549 2.95703
C8 -2.43405 1.96387 1.99071
C9 -0.77048 2.71868 -3.65118
C10 -1.24316 3.81062 -0.97980
C11 -2.80248 1.31336 -2.01376
H3 0.63706 0.77047 -4.57113
H4 2.30776 0.50939 -2.67930
H5 3.88546 -0.43648 -0.50416
H6 3.34542 -0.35815 1.17417
H7 4.60629 0.75205 0.60974
H8 1.72300 1.46090 2.19588
H9 0.83179 2.70349 1.26381
H10 2.50596 3.02671 1.71856
H11 3.64660 2.30466 -2.04725
H12 4.13385 3.12134 -0.52219
H13 2.61872 3.57634 -1.34993
H14 -3.34933 -0.70618 1.83848
H15 -2.17965 -1.65116 0.83910
H16 -3.23568 -0.41189 0.06145
H17 -1.68026 -0.15105 3.59754
H18 -0.11767 0.72368 3.40999
H19 -0.28638 -0.98297 2.86355
H20 -3.10617 1.51980 2.73186
H21 -3.03075 2.44731 1.21140
H22 -1.80277 2.70550 2.49488
H23 -1.55839 3.21153 -4.23320
H24 -0.59504 1.74917 -4.12629
H25 0.17834 3.27654 -3.64894
H26 -1.78874 4.53747 -1.58110
H27 -0.18190 4.08842 -0.87208
H28 -1.70899 3.60590 -0.00578
H29 -3.41257 1.64835 -2.88150
H30 -3.35073 1.47755 -1.05439
H31 -2.55675 0.22124 -2.12827
C12 0.77942 -3.56733 -3.25761
C13 -0.52106 -3.09808 -3.57846
C14 -1.49694 -4.08083 -3.79430
C15 -1.18453 -5.44348 -3.67302
C16 0.10446 -5.86832 -3.35148
C17 1.07693 -4.91777 -3.22358
S1 2.24952 -2.84484 -2.53556
H32 2.13373 -2.95419 -1.20593
H33 -0.88504 -2.05801 -3.57149
H34 -2.51660 -3.80452 -4.10386
H35 -1.94200 -6.22949 -3.85481
H36 0.42656 -6.90937 -3.21583
H37 2.03838 -5.24648 -2.90243
C18 2.05114 -3.07586 3.29122
C19 1.47012 -3.34856 1.89522
C20 1.02234 -2.17647 1.15567
N1 0.65276 -1.29106 0.47598
H38 2.95228 -2.45301 3.22717
H39 2.31937 -4.01209 3.78451
H40 1.33119 -2.56152 3.93587
H41 2.22485 -3.84382 1.26062
H42 0.60213 -4.03194 1.96350

Mulliken atomic charge list, values in e, 6 entries: number 1, Ga, carries 0.5337; number 2, P, carries 0.8184; number 3, P, carries 0.7350; number 4, P, carries 0.9391; number 5, H, carries 0.7169; number 6, C, carries -0.7468



# 2
Molecular formula: C20H42IN3O6RuSi4
Method: DFT, ωB97M-V/def2-TZVPD

⟨S²⟩: 6.0412
E_LUMO (spin up / spin down), Ha: 0.001 / -0.075
Charge: 0
2S+1: 5
Energy relative to the best compared isomer or geometry (same formula, charge and spin), kcal/mol: 23.7

Geometry (Å):
Ru1 0.02670 -0.28566 0.32106
C1 -2.66001 -0.57355 3.22087
C2 -2.36038 0.68262 2.48972
N1 -1.56656 0.83529 1.44355
C3 -1.54645 2.18573 1.14325
C4 -2.35838 2.84866 2.02120
N2 -2.85715 1.88121 2.84982
C5 -2.80349 4.25687 2.24826
O1 -2.29537 5.17947 1.47872
O2 -3.60806 4.46454 3.12858
C6 -0.69765 2.70306 0.02454
O3 -0.65512 3.92871 -0.16455
O4 -0.08030 1.82912 -0.65510
H1 -2.20642 -1.42014 2.71546
H2 -3.73452 -0.75012 3.26517
H3 -2.28189 -0.50937 4.24460
H4 -3.50488 2.08995 3.59628
H5 -1.63345 4.78669 0.80778
C7 2.82569 2.45582 -2.17356
Si1 2.04443 0.91622 -2.91635
C8 3.22067 0.27091 -4.24033
C9 0.44057 1.37049 -3.77226
Si2 1.77838 -0.70015 -1.20110
Si3 3.82364 -1.64513 -0.49071
C10 3.45612 -3.01753 0.75677
C11 4.90097 -2.39139 -1.84006
C12 4.88764 -0.34506 0.36121
Si4 0.22983 -2.49729 -2.46735
C13 -0.93673 -2.06965 -3.86683
C14 -0.06852 -3.77661 -1.13421
C15 1.73965 -3.15435 -3.40215
H6 3.12106 3.15131 -2.96478
H7 3.71644 2.22272 -1.58241
H8 2.10367 2.96395 -1.52998
H9 3.42049 1.06982 -4.96148
H10 2.79687 -0.57180 -4.79001
H11 4.17795 -0.04709 -3.82021
H12 0.57138 2.29546 -4.34123
H13 -0.34144 1.54253 -3.03214
H14 0.10599 0.58871 -4.45872
H15 3.55805 -4.00519 0.29943
H16 2.43401 -2.93963 1.13457
H17 4.13550 -2.96932 1.61264
H18 4.42275 -3.22933 -2.34846
H19 5.83479 -2.75617 -1.40129
H20 5.15815 -1.65211 -2.60318
H21 4.37979 0.08431 1.22989
H22 5.13053 0.47480 -0.32191
H23 5.82951 -0.78182 0.70376
H24 -1.60981 -1.24541 -3.64475
H25 -1.54739 -2.93831 -4.13294
H26 -0.34344 -1.80147 -4.74375
H27 -0.48558 -3.33726 -0.23130
H28 0.87772 -4.26314 -0.88465
H29 -0.76480 -4.55538 -1.46608
H30 2.21720 -2.40662 -4.03750
H31 1.39117 -3.96966 -4.05233
H32 2.49718 -3.56145 -2.73188
N3 -3.21213 0.02774 -1.06956
C16 -2.58936 -1.16375 -1.20026
O5 -1.28727 -1.15206 -1.17160
C17 -3.32822 -2.33091 -1.38713
I1 -3.41535 -3.43629 1.16423
H33 -2.64989 0.83257 -0.85414
H34 -4.19944 0.06433 -0.88969
H35 -2.82659 -3.23468 -1.68979
H36 -4.39833 -2.27899 -1.51955
C18 0.84590 -1.81219 2.99113
O6 1.51716 -0.54796 2.80977
C19 1.28556 0.14163 1.73125
C20 2.00458 1.44966 1.79118
H37 0.11776 -1.70540 3.79094
H38 1.59429 -2.54688 3.27144
H39 0.34313 -2.11955 2.07435
H40 2.86658 1.38878 2.45555
H41 1.31233 2.19140 2.20642
H42 2.29896 1.79073 0.80122

Mulliken atomic charge list, values in e, 6 entries: number 1, Ru, carries 0.1753; number 2, C, carries -1.2175; number 3, C, carries -0.0550; number 4, N, carries 0.6242; number 5, C, carries -0.2295; number 6, C, carries -0.0852



# 3
Molecular formula: C20H42N3OP2Pt
Method: DFT, ωB97M-V/def2-TZVPD

⟨S²⟩: 6.0215
E_LUMO (spin up / spin down), Ha: -0.342 / -0.500
Charge: +3
2S+1: 5

Geometry (Å):
Pt1 0.00000 0.00000 0.00000
P1 -0.78182 1.48675 -1.51168
P2 1.27580 -1.34457 1.29280
N1 1.72438 0.10485 -1.15933
C1 0.68679 1.75434 -2.62026
H1 0.40378 2.03025 -3.65127
H2 1.27426 2.58282 -2.18475
C2 1.50754 0.46380 -2.54937
H3 0.98788 -0.33643 -3.14016
H4 2.48367 0.62397 -3.06235
C3 2.60430 -1.04525 -1.05467
H5 3.55653 -0.85227 -1.60011
H6 2.17883 -1.97505 -1.51712
C4 2.91719 -1.31472 0.41969
H7 3.48736 -0.46247 0.83167
H8 3.50466 -2.23661 0.57513
C5 0.81192 -3.16357 1.31752
C6 -0.65578 -3.39771 1.71414
H9 -0.93064 -4.44825 1.50984
H10 -1.34166 -2.74883 1.14893
H11 -0.81937 -3.21090 2.78860
C7 1.66574 -0.75437 3.03812
C8 0.46169 -0.90937 3.98237
H12 0.63656 -0.33896 4.91272
H13 0.31602 -1.96607 4.26656
H14 -0.47284 -0.54537 3.52569
C9 -1.21561 3.21033 -0.88895
C10 -2.54428 3.22690 -0.11467
H15 -2.64646 4.17847 0.43816
H16 -2.61248 2.39885 0.60938
H17 -3.40381 3.15237 -0.80330
C11 -2.11822 0.86834 -2.67614
C12 -3.33131 0.28380 -1.93244
H18 -3.98181 -0.24986 -2.64873
H19 -3.93437 1.07529 -1.45691
H20 -3.02836 -0.42795 -1.14993
C13 -0.55611 -1.36137 -0.96642
O1 -0.88810 -2.26683 -1.63687
C14 2.95937 -1.29639 3.66897
H21 2.86561 -2.35803 3.94725
H22 3.82716 -1.19320 2.99636
H23 3.18330 -0.73021 4.59219
C15 -1.14241 4.34774 -1.92146
H24 -1.21451 5.32118 -1.40178
H25 -0.19436 4.34035 -2.48467
H26 -1.97140 4.29759 -2.64519
C16 -2.55359 1.84807 -3.77666
H27 -3.15405 1.31255 -4.53436
H28 -3.18555 2.65425 -3.36655
H29 -1.69681 2.31121 -4.29493
C17 1.75873 -4.08561 2.10071
H30 1.62454 -3.96433 3.18920
H31 1.53547 -5.14045 1.85731
H32 2.82045 -3.90460 1.86192
H33 0.90652 -3.40347 0.23959
H34 -1.58404 0.02349 -3.15483
H35 1.81194 0.32815 2.85204
H36 -0.39711 3.36782 -0.15879
H37 1.60716 2.50980 0.87812
H38 1.07542 2.35431 1.45991
N2 -3.51528 -0.80272 2.84028
C18 -4.11537 0.02007 2.03017
C19 -3.19049 0.42303 1.12079
N3 -1.91277 -0.00269 1.38872
C20 -2.25454 -0.87208 2.39825
H39 -3.95962 -1.36739 3.59885
H40 -5.17738 0.23406 2.03905
H41 -3.66378 0.92042 0.38141
H42 -1.77539 -1.61767 2.85258

Mulliken atomic charge list, values in e, 6 entries: number 1, Pt, carries 3.7784; number 2, P, carries -0.6428; number 3, P, carries -0.6088; number 4, N, carries -0.0420; number 5, C, carries -0.8647; number 6, H, carries 0.4677